[1]
106
Properties=species:S:1:pos:R:3 method="wB97M-V/def2-TZVPD" charge=+1 relative_energy_kj_mol=0.0 homo_lumo_gap_ev="6.85 / 6.71" multiplicity=4 e_homo_ev="-10.09 / -10.08"
Co -14.28798 -18.69521 -4.14749
C -19.16682 -19.10910 -9.77042
S -17.96786 -18.65776 -11.09904
C -17.48649 -17.06535 -10.42504
C -16.26979 -17.19615 -9.46296
C -16.62140 -18.07529 -8.26692
N -15.59858 -18.23660 -7.25238
P -15.84174 -17.78382 -5.67932
C -16.28647 -16.06069 -5.82311
C -17.60001 -15.58487 -5.78521
C -17.79544 -14.21088 -5.92917
C -16.74096 -13.32026 -6.09125
C -15.43755 -13.80675 -6.01123
C -15.21308 -15.15586 -5.86538
C -17.37083 -18.74363 -5.19005
C -17.37845 -20.04931 -5.65320
C -18.24793 -21.01914 -5.07460
C -19.07796 -20.64195 -4.03262
C -19.08722 -19.32103 -3.56149
C -18.23348 -18.38729 -4.14987
P -14.08325 -19.17167 -7.36180
C -14.65912 -20.68588 -8.12271
C -15.31419 -20.76909 -9.36473
C -15.76118 -21.98090 -9.89765
C -15.48678 -23.15638 -9.11436
C -14.85324 -23.08726 -7.87258
C -14.44057 -21.82837 -7.33500
C -13.18865 -18.44264 -8.72969
C -12.61359 -19.31661 -9.70312
C -11.87005 -18.78711 -10.75094
C -11.74299 -17.41478 -10.83987
C -12.22621 -16.56361 -9.88558
C -12.98595 -17.07381 -8.85112
H -19.80791 -19.92564 -10.10621
H -19.83372 -18.22684 -9.65001
H -18.65635 -19.45382 -8.88479
H -18.42524 -16.73748 -9.97791
H -17.23054 -16.34083 -11.23332
H -15.96277 -16.22207 -9.19251
H -15.46793 -17.67449 -10.09900
H -17.01078 -19.03715 -8.67384
H -17.48924 -17.60581 -7.76744
H -18.38890 -16.34073 -5.45655
H -18.85512 -14.00943 -5.98279
H -16.89609 -12.27727 -6.29798
H -14.55160 -13.14164 -5.86569
H -14.18658 -15.53376 -5.82076
H -16.75032 -20.36314 -6.43191
H -18.32187 -22.05125 -5.37698
H -19.65869 -21.36627 -3.51859
H -19.85184 -19.06770 -2.83196
H -18.19922 -17.37933 -3.79007
H -15.35148 -19.86066 -9.92075
H -16.24456 -22.05574 -10.85479
H -15.81693 -24.08496 -9.58928
H -14.73481 -24.06400 -7.33995
H -13.87236 -21.73857 -6.39396
H -12.75995 -20.33773 -9.64872
H -11.49455 -19.41675 -11.59147
H -11.20662 -17.06065 -11.66691
H -12.09433 -15.46090 -9.90785
H -13.44471 -16.41492 -8.07962
N -5.69350 -23.89495 -5.83265
C -6.76240 -23.48616 -5.75436
C -7.98124 -22.78364 -5.46814
C -8.24830 -22.19660 -4.22176
C -9.40679 -21.52966 -4.08185
C -10.38702 -21.35732 -5.04028
C -10.16311 -21.93116 -6.23127
C -8.97140 -22.55131 -6.48150
C -11.60170 -20.47737 -4.72574
C -11.41633 -19.03733 -4.76088
C -10.28752 -18.34092 -5.18174
C -10.44481 -16.98289 -4.97859
C -11.79247 -16.85570 -4.54722
N -12.38145 -18.05291 -4.44525
C -12.74581 -21.20653 -4.35795
C -12.85980 -22.64257 -4.13326
C -14.13095 -22.85967 -3.66694
C -14.85864 -21.66342 -3.81255
N -14.04551 -20.66614 -4.16621
H -7.60083 -22.30852 -3.38287
H -9.57432 -21.04652 -3.11561
H -10.81584 -21.82794 -7.09151
H -8.89926 -23.10491 -7.36148
H -9.52298 -18.86745 -5.68442
H -9.76669 -16.18527 -5.20392
H -12.22421 -15.88796 -4.32947
H -12.01513 -23.39349 -4.11438
H -14.65365 -23.72069 -3.34735
H -15.87848 -21.37458 -3.58266
C -16.34098 -16.45024 0.39499
N -15.58682 -15.92508 -0.70888
C -15.20210 -14.54475 -0.85087
C -14.86771 -14.45006 -2.31844
N -14.35899 -15.83135 -2.51329
C -15.07280 -16.65364 -1.71376
S -15.25191 -18.35923 -1.94729
H -15.77649 -16.45907 1.34708
H -16.51020 -17.51928 0.16381
H -17.25023 -15.87629 0.59627
H -14.28821 -14.43401 -0.19438
H -16.06477 -13.92316 -0.49058
H -14.10790 -13.70640 -2.42288
H -15.73542 -14.34068 -2.87766
H -14.11153 -16.14407 -3.47530


[2]
116
Properties=species:S:1:pos:R:3 method="wB97M-V/def2-TZVPD" charge=-1 relative_energy_kj_mol=31.6 homo_lumo_gap_ev=5.77 e_homo_ev=-3.98
K 0.76519 0.70277 0.78240
C -1.98917 -3.48698 3.66916
C -1.59619 -2.33014 2.78901
N -0.90136 -2.38240 1.72135
N -0.47384 -3.59041 1.28758
C 0.18620 -3.72951 0.10763
N 0.38414 -5.05463 -0.21078
S 0.75823 -2.51008 -0.83494
C -2.08347 -0.98061 3.19027
C -2.44728 -0.72203 4.50768
C -2.90289 0.54702 4.83589
C -3.00454 1.49577 3.83981
C -2.62422 1.14058 2.55163
N -2.16522 -0.06034 2.22803
H -1.87491 -4.46328 3.20393
H -1.39051 -3.48623 4.58323
H -3.03611 -3.38861 3.95711
H -0.69431 -4.42637 1.80916
H -0.37582 -5.68375 0.00675
H 0.75770 -5.17059 -1.13976
H -2.35342 -1.48313 5.27016
H -3.15941 0.78771 5.85956
H -3.33176 2.50459 4.04748
H -2.66922 1.86277 1.74624
N 4.91829 6.74009 2.50072
C 3.91490 5.78508 2.71853
C 3.91388 4.59110 1.99763
C 2.94360 3.63621 2.23460
C 1.96024 3.86422 3.18838
C 1.95396 5.04369 3.91086
C 2.93388 5.99641 3.68561
S 0.67875 2.66175 3.39118
O 1.36224 1.37618 3.52762
O -0.14055 3.07566 4.50920
N -0.10052 2.54708 2.02931
C -0.50325 3.54490 1.22267
N -1.02464 3.10922 0.04189
C -1.34391 4.03722 -0.84287
C -1.20117 5.39673 -0.60205
C -0.71728 5.73417 0.64975
N -0.37688 4.84189 1.56760
H 5.32621 6.69597 1.57957
H 4.64238 7.68210 2.72994
H 4.66756 4.41711 1.23824
H 2.95020 2.71409 1.66494
H 1.16437 5.21173 4.63053
H 2.93232 6.92160 4.25168
H -1.72780 3.66955 -1.79104
H -1.45501 6.13903 -1.34392
H -0.59711 6.77661 0.93440
N -0.96393 0.77670 -2.64480
C -1.64094 -0.11019 -3.44809
C -1.40271 -0.07072 -4.83859
C -2.12063 -0.86030 -5.70383
C -3.10792 -1.72369 -5.23514
C -3.32482 -1.80138 -3.87556
C -2.59227 -1.04003 -2.95986
P -2.79287 -1.18966 -1.15752
C -3.09422 -2.97403 -0.89593
C -3.79693 -3.37281 0.24586
C -3.88488 -4.70887 0.60325
C -3.26096 -5.68213 -0.16950
C -2.55429 -5.29886 -1.29987
C -2.46374 -3.95889 -1.65538
C -4.46407 -0.45360 -0.94801
C -5.68349 -1.10388 -1.11307
C -6.87806 -0.40849 -0.98497
C -6.86970 0.95056 -0.70233
C -5.65913 1.61072 -0.54147
C -4.46676 0.91086 -0.65352
H -0.02568 1.06591 -2.91960
H -0.99931 0.63794 -1.64100
H -0.63905 0.60298 -5.20797
H -1.91337 -0.80268 -6.76610
H -3.68690 -2.32888 -5.92062
H -4.07913 -2.48390 -3.49840
H -4.27437 -2.62103 0.86512
H -4.44559 -4.99175 1.48551
H -3.34019 -6.72889 0.09924
H -2.07059 -6.04698 -1.91772
H -1.89014 -3.67310 -2.52792
H -5.70766 -2.16168 -1.34789
H -7.81879 -0.93067 -1.11311
H -7.80261 1.49205 -0.60513
H -5.63849 2.67033 -0.31719
H -3.52334 1.42770 -0.50320
C 6.38448 3.00277 -4.54052
C 5.11788 3.29422 -3.78211
C 4.76555 4.59044 -3.42486
C 3.57502 4.71138 -2.72115
N 2.80789 3.69029 -2.39664
C 3.21997 2.44994 -2.78200
S 2.25547 1.09306 -2.35402
N 4.37025 2.24658 -3.47142
H 6.87896 3.91749 -4.86918
H 6.15941 2.38070 -5.40672
H 7.07222 2.43869 -3.90812
H 5.37372 5.44730 -3.68124
H 3.22242 5.69142 -2.40305
C 5.10552 -1.35756 1.59856
S 3.49741 -1.62299 0.83067
O 2.83241 -0.29444 0.89117
C 2.79144 -2.57258 2.18281
C 2.12836 -1.89773 3.19672
C 1.56244 -2.63384 4.22882
C 1.65716 -4.01965 4.23682
C 2.31394 -4.68233 3.20589
C 2.87954 -3.95646 2.16777
H 4.95155 -0.78804 2.51467
H 5.70384 -0.78805 0.88957
H 5.57411 -2.31938 1.80684
H 2.04653 -0.81536 3.17820
H 1.04356 -2.11225 5.02441
H 1.21474 -4.58893 5.04600
H 2.37615 -5.76366 3.20413
H 3.35961 -4.46198 1.33764


[3]
107
Properties=species:S:1:pos:R:3 method="wB97M-V/def2-TZVPD" charge=0 relative_energy_kj_mol=28.2 homo_lumo_gap_ev=6.72 e_homo_ev=-6.67
Tl 0.09709 -0.92210 0.87847
N 1.28989 -0.78080 5.57227
C 0.35539 -0.93130 4.61507
N 0.93599 -0.97940 3.44587
C 2.26289 -0.86850 3.72387
N 2.50289 -0.74490 5.01697
C 3.28029 -0.87900 2.69447
C 4.63649 -1.03960 2.98827
N 5.55179 -1.05560 2.03897
C 5.13469 -0.88500 0.79047
C 3.79299 -0.70010 0.48847
N 2.86849 -0.72860 1.43307
H 1.18479 -0.67760 6.56977
H -0.69741 -1.01160 4.79327
H 4.98209 -1.16200 4.00307
H 5.89619 -0.89580 0.02437
H 3.45169 -0.52060 -0.52203
O -0.29021 2.42920 -2.43993
C -0.29981 1.97490 -3.72513
C -0.75651 2.68370 -4.82623
C -0.76391 2.06990 -6.06793
C -0.36261 0.75210 -6.20553
C 0.04089 0.02780 -5.09663
C 0.09249 0.63500 -3.85263
P 0.42729 -0.21700 -2.24823
C -1.00371 -1.36350 -2.41093
C -0.96441 -2.53530 -3.16093
C -2.11211 -3.28530 -3.33763
C -3.31171 -2.86370 -2.78723
C -3.35571 -1.69920 -2.03913
C -2.20411 -0.95930 -1.83493
C 1.79539 -1.36180 -2.62633
C 1.89469 -2.51960 -1.85143
C 3.00779 -3.33080 -1.94623
C 4.04549 -2.98850 -2.80073
C 3.96129 -1.83090 -3.55913
C 2.84789 -1.01260 -3.46743
C 0.04299 3.67600 -2.00993
C 0.46059 4.75750 -2.77213
C 0.78069 5.94660 -2.13443
C 0.67229 6.07630 -0.76083
C 0.30489 4.98240 0.00117
C 0.00749 3.77990 -0.61543
P -0.22151 2.20070 0.31287
C -1.62221 2.82000 1.32377
C -1.65541 3.24250 2.64237
C -2.84181 3.70790 3.18687
C -3.99741 3.76500 2.42867
C -3.97391 3.34500 1.10697
C -2.79541 2.86900 0.56747
C 1.35799 2.36550 1.23587
C 2.47349 2.65270 0.44647
C 3.73919 2.71230 0.99327
C 3.92069 2.48610 2.34897
C 2.82359 2.18670 3.13887
C 1.55529 2.10300 2.58587
H -1.14331 3.68550 -4.71893
H -1.10101 2.62480 -6.93053
H -0.39571 0.28140 -7.17643
H 0.31759 -1.01190 -5.19183
H -0.03401 -2.87110 -3.59923
H -2.07181 -4.19640 -3.91903
H -4.20811 -3.44870 -2.93683
H -4.29311 -1.37890 -1.60943
H -2.22671 -0.06160 -1.22943
H 1.08259 -2.79700 -1.18743
H 3.07609 -4.22530 -1.34533
H 4.92329 -3.61560 -2.86943
H 4.77139 -1.55940 -4.22353
H 2.78319 -0.10640 -4.06003
H 0.58139 4.67400 -3.84153
H 1.12439 6.78110 -2.72633
H 0.91189 7.01570 -0.28513
H 0.26879 5.04660 1.07877
H -0.76371 3.22940 3.24757
H -2.85381 4.04190 4.21437
H -4.90851 4.14420 2.86547
H -4.86861 3.39420 0.50067
H -2.75741 2.54130 -0.46463
H 2.33899 2.82770 -0.61313
H 4.58539 2.93590 0.35817
H 4.91179 2.52720 2.77907
H 2.96249 2.00410 4.19477
H 0.72289 1.81740 3.21057
C -3.43641 -2.78870 3.39357
C -3.14181 -1.72290 2.31767
C -4.30971 -1.72540 1.30777
C -3.09631 -0.31730 2.95987
O -1.94001 -1.98830 1.69927
H -4.36381 -2.57290 3.91977
H -2.61651 -2.84250 4.10977
H -3.51721 -3.75820 2.90507
H -5.25801 -1.60120 1.82707
H -4.32811 -2.65910 0.75117
H -4.18401 -0.90920 0.59787
H -3.88541 -0.18750 3.69767
H -3.20711 0.43950 2.18567
H -2.12951 -0.16030 3.43207
C -1.85571 -4.55890 -0.02753
Te -0.54851 -4.02980 1.59327
C 0.61289 -5.88210 1.15187
H -2.43531 -5.43270 0.24807
H -1.29781 -4.77590 -0.93103
H -2.50971 -3.71940 -0.20133
H 0.82909 -5.97520 0.09107
H 0.08139 -6.77720 1.46207
H 1.55509 -5.85210 1.69117


[4]
108
Properties=species:S:1:pos:R:3 method="wB97M-V/def2-TZVPD" charge=+2 homo_lumo_gap_ev="5.88 / 6.00" multiplicity=2 e_homo_ev="-11.99 / -11.99"
Ru -0.66518 -0.80130 0.70307
C -2.95577 -3.37592 5.06745
N -2.51030 -2.12127 4.46820
C -3.14290 -0.86734 4.88193
C -1.61682 -2.05586 3.48548
O -1.28125 -0.97380 2.97839
C -0.97590 -3.36247 3.01992
O -0.49573 -3.17942 1.70194
C 0.76977 -3.74586 1.46146
C 1.80155 -2.74403 1.95642
O 1.46271 -1.55351 1.94645
N 2.99155 -3.16960 2.38375
C 3.53765 -4.50054 2.15116
C 3.94612 -2.21680 2.94204
H -3.48731 -3.15533 5.98725
H -3.63861 -3.91790 4.40856
H -2.11541 -4.02139 5.31805
H -3.67908 -1.02180 5.81227
H -2.38554 -0.09964 5.02033
H -3.84394 -0.52324 4.11850
H -0.16021 -3.59006 3.71424
H -1.68796 -4.18959 3.02872
H 0.84907 -4.72825 1.92437
H 0.86988 -3.84997 0.37834
H 2.76702 -5.24089 1.96015
H 4.20879 -4.48145 1.28909
H 4.10604 -4.81467 3.02438
H 3.43722 -1.29462 3.20243
H 4.39081 -2.64800 3.83795
H 4.74136 -1.99245 2.22753
C -4.80330 -2.30369 0.68313
C -5.53345 -1.54897 -0.22019
C -4.87378 -0.61349 -0.99293
C -3.49824 -0.43856 -0.86223
N -2.80435 -1.15011 0.04084
C -3.44893 -2.05950 0.78009
C -2.76380 0.54759 -1.67690
C -3.33947 1.11115 -2.95672
C -2.88010 2.57909 -3.04432
C -1.39835 2.35017 -3.35094
C -0.93040 2.03293 -1.95082
N -1.56628 0.83363 -1.35615
H -5.27311 -3.06389 1.29048
H -6.60086 -1.68975 -0.32350
H -5.43965 -0.01234 -1.68708
H -2.84241 -2.62772 1.46971
H -4.41374 0.98013 -3.03856
H -3.41315 3.11962 -3.82589
H -0.87579 3.22470 -3.74058
H 0.14129 1.94699 -1.85780
Te 3.10265 0.73310 0.61679
C 3.97720 2.04614 -0.83458
C 4.71486 3.16004 -0.46544
C 5.21727 3.97924 -1.47294
N 5.02331 3.74538 -2.76309
C 4.32041 2.67522 -3.11201
C 3.77861 1.79335 -2.18605
C 1.24595 0.74241 -0.47118
P 0.80425 -0.89700 -1.25904
C 2.32564 -1.64951 -1.93750
C 3.34140 -2.15084 -1.11716
C 4.51762 -2.63549 -1.66626
C 4.66793 -2.70199 -3.04328
C 3.61537 -2.32558 -3.86424
C 2.45104 -1.80784 -3.32079
C -0.20965 -0.64027 -2.77811
C -1.37484 -1.51504 -2.98573
C -2.42652 -1.10898 -3.69522
C -2.58110 0.33592 -4.09651
C -1.22695 1.08621 -4.24700
C -0.03940 0.39585 -3.61388
P 0.10828 1.47058 0.79571
C 1.01982 2.89071 1.48354
C 1.54849 3.87838 0.65559
C 2.12909 4.99875 1.22580
C 2.18082 5.14072 2.60672
C 1.63684 4.16507 3.42951
C 1.04888 3.04328 2.86876
C -1.42508 2.41274 0.31303
C -1.48271 3.10696 -1.03545
C -2.89668 3.34404 -1.66020
C -4.01445 2.94699 -0.74391
C -3.83797 2.54218 0.52132
C -2.52826 2.21347 1.05075
H 4.89085 3.40357 0.57454
H 5.79414 4.86485 -1.22943
H 4.18955 2.51355 -4.17713
H 3.22308 0.92472 -2.51748
H 3.20706 -2.18989 -0.05195
H 5.31772 -2.96395 -1.01512
H 5.58843 -3.07483 -3.47190
H 3.69673 -2.42869 -4.93791
H 1.64694 -1.51254 -3.97764
H -1.32604 -2.51976 -2.57781
H -3.23422 -1.78859 -3.94130
H -3.15380 0.41001 -5.02072
H -1.03508 1.36924 -5.28169
H 0.88978 0.95902 -3.64372
H 1.51884 3.76912 -0.42221
H 2.53431 5.77244 0.58657
H 2.63767 6.02003 3.04056
H 1.66554 4.28216 4.50457
H 0.61950 2.27066 3.49648
H -0.88155 4.01749 -1.04832
H -3.01767 4.40941 -1.86803
H -5.01911 3.08417 -1.13258
H -4.70169 2.33536 1.14201
H -2.46286 1.67724 1.99286